(1)
This record from the Open Molecules 2025 dataset describes a 2-piece molecular cluster, C7H12O overall in a non-equilibrium geometry. The level of theory is wB97M-V/def2-TZVPD.

```
20
Properties=species:S:1:pos:R:3:forces:R:3
C -0.2937 -3.1460 -0.1444 -0.5 -0.3 -0.3
C -0.1640 -2.0004 0.5005 -0.4 0.7 -0.4
C -0.0992 -0.6831 -0.2119 0.2 -0.7 0.2
C -1.3687 0.1058 -0.1533 1.4 0.8 0.0
C -1.5768 0.9753 0.8265 -1.2 -0.3 0.2
C 0.9983 -0.2910 -0.8484 -0.4 0.1 -0.5
C 1.1761 1.0270 -1.5445 -0.5 -0.3 -0.5
H -0.2634 -3.1609 -1.2268 0.1 0.1 -0.1
H -0.6130 -4.0789 0.3002 0.5 0.0 0.4
H -0.2398 -1.8846 1.5747 -0.1 -0.4 0.2
H -1.9748 0.0790 -1.0541 -0.3 -0.1 0.3
H -2.5001 1.5417 0.8879 0.1 0.1 -0.2
H -0.9512 1.0318 1.7046 0.2 -0.2 0.0
H 1.7966 -1.0165 -0.9386 0.3 0.1 0.3
H 0.2252 1.5437 -1.7125 0.1 0.1 0.6
H 1.8580 1.6405 -0.9572 0.0 0.2 -0.3
H 1.5185 0.8843 -2.5744 0.6 0.0 0.2
O 1.1284 2.5436 1.6550 0.5 0.2 -0.3
H 1.1161 2.3612 2.5961 -0.3 0.0 0.0
H 0.2275 2.5273 1.3204 0.0 0.0 0.2
```
Positions in Å, forces in eV/Å.

## Properties
- energy above the lowest of the compared OMol25 structures with the same formula, charge and spin (kcal per mole) = 45.9
- structure (SMILES) = C=CC(C=C)=CC.O
- gap between HOMO and LUMO (hartree) = 0.3670
- E_LUMO (eV) = 0.89

Here are the Mulliken charges for atoms 1 to 8, given in e: atom 1 (C): -0.678, atom 2 (C): -0.351, atom 3 (C): 0.243, atom 4 (C): -0.558, atom 5 (C): -0.779, atom 6 (C): -0.081, atom 7 (C): -1.268, atom 8 (H): 0.284


(2)
This record from the Open Molecules 2025 dataset describes a 2-piece molecular cluster, C7H5NO2 overall in a non-equilibrium geometry. The level of theory is wB97M-V/def2-TZVPD.

```
15
Properties=species:S:1:pos:R:3:forces:R:3
C 0.6532 1.4967 1.2694 2.6 1.9 1.0
C -0.5808 1.6918 0.6622 -3.0 2.1 2.6
C 1.5821 0.6086 0.7016 -3.0 0.2 -1.2
C -0.9618 1.0156 -0.4149 -2.1 -1.6 -2.4
C 1.1941 -0.1225 -0.3931 -0.4 0.5 0.2
C -0.0698 0.0497 -1.0460 0.0 1.0 1.5
C -1.1315 -3.0831 -0.4644 1.3 -0.6 -0.5
N -0.4652 -0.6190 -2.0643 -0.3 -0.4 -1.1
O -0.1675 -3.0914 -1.1107 -0.2 -0.1 0.1
O -2.0528 -3.1574 0.2191 -1.0 0.3 0.5
H 1.0932 2.2303 2.0207 -1.2 -1.2 -0.6
H -1.5103 2.3174 1.1132 2.9 -1.1 -0.7
H 2.5555 0.3980 0.9726 1.8 0.2 1.3
H -2.0543 1.0822 -0.7737 2.1 -0.1 0.3
H 1.9158 -0.8169 -0.6919 0.6 -1.1 -1.1
```
Positions in Å, forces in eV/Å.

## Properties
- expectation value of S² = 2.070
- energy above the lowest of the compared OMol25 structures with the same formula, charge and spin (kcal per mole) = 3.5
- 2S+1 = 3
- gap between HOMO and LUMO (alpha / beta) (hartree) = 0.3361 / 0.3268
- E_LUMO (alpha / beta) (eV) = 0.70 / -1.26

Here are the Mulliken charges for atoms 1 to 8, given in e: atom 1 (C): -0.378, atom 2 (C): -0.211, atom 3 (C): -0.438, atom 4 (C): -0.145, atom 5 (C): -0.166, atom 6 (C): 0.397, atom 7 (C): 0.760, atom 8 (N): -0.633


(3)
This record from the Open Molecules 2025 dataset describes C30H44CaClN4OS3 as an isolated structure. The level of theory is wB97M-V/def2-TZVPD.

```
84
Properties=species:S:1:pos:R:3:forces:R:3
Ca 0.4831 -0.5841 -0.4837 -0.1 0.1 0.0
C -1.4568 0.8494 3.9519 0.0 0.0 0.0
C -1.3614 1.5356 2.5881 0.0 0.0 0.0
C -1.9518 0.7065 1.4361 0.0 0.0 0.0
N -1.2604 0.9804 0.1883 0.0 0.0 0.0
C -1.5945 1.9795 -0.5699 0.1 0.0 -0.1
C -2.6768 2.8697 -0.2670 -0.1 0.0 0.0
C -3.3254 3.8180 -1.0195 0.0 0.0 0.0
C -3.1048 4.2663 -2.3239 0.0 0.0 0.0
C -2.0590 3.8663 -3.1364 0.0 0.0 0.0
C -1.0187 2.9852 -2.8960 0.0 0.0 0.0
C -0.6971 2.1697 -1.7749 0.0 0.0 0.0
N 0.3977 1.4658 -1.7171 0.0 0.0 0.0
C 1.4062 1.5392 -2.7427 0.0 0.0 0.0
C 2.6623 0.8434 -2.2152 0.0 -0.1 0.0
C 3.1181 1.4188 -0.8731 0.0 0.0 0.0
N 2.6217 0.7103 0.3206 0.0 0.0 0.1
C 3.1102 1.1175 1.4399 0.0 0.0 0.0
C 3.9330 2.3244 1.5329 0.0 0.0 0.0
C 5.0318 2.5843 2.2786 0.0 0.0 0.0
C 5.6115 1.7844 3.2956 0.0 0.0 0.0
C 4.9422 0.8011 3.9545 0.0 0.0 0.0
C 3.6116 0.3544 3.7894 0.0 0.0 0.0
C 2.7156 0.5045 2.7465 0.0 0.0 0.0
N 1.4356 0.1001 2.8718 0.0 0.0 0.0
C 0.8835 -0.2502 4.1674 0.0 0.0 0.0
C -0.6316 -0.4314 4.1140 0.0 0.0 0.0
H -2.5067 0.6015 4.1471 0.0 0.0 0.0
H -1.1619 1.5614 4.7317 0.0 0.0 0.0
H -0.3161 1.7387 2.3530 0.0 0.0 0.0
H -1.8613 2.5074 2.6399 0.0 0.0 0.0
H -3.0365 0.8545 1.3667 0.0 0.0 0.0
H -1.7997 -0.3538 1.6442 0.0 0.0 0.0
H -3.0979 2.7338 0.7199 0.0 0.0 0.0
H -4.1638 4.2875 -0.5106 0.0 0.0 0.0
H -3.7926 5.0046 -2.7187 0.0 0.0 0.0
H -2.0374 4.3231 -4.1233 0.0 0.0 0.0
H -0.3277 2.8748 -3.7222 0.0 0.0 0.0
H 1.6566 2.5817 -2.9961 0.0 0.0 0.0
H 1.0749 1.0530 -3.6709 0.0 0.0 0.0
H 3.4713 0.9622 -2.9405 0.0 0.0 0.0
H 2.5003 -0.2382 -2.1497 0.0 0.0 0.0
H 2.7837 2.4627 -0.8416 0.0 0.0 0.0
H 4.2124 1.4385 -0.8297 0.0 0.0 0.0
H 3.6354 3.1028 0.8414 0.0 0.0 0.0
H 5.5289 3.5281 2.0736 0.0 0.0 0.0
H 6.6064 2.0442 3.6358 0.0 0.0 0.0
H 5.4711 0.3302 4.7777 0.0 0.0 0.0
H 3.2585 -0.2761 4.5953 0.0 0.0 0.0
H 1.1490 0.5409 4.8789 0.0 0.0 0.0
H 1.3301 -1.1824 4.5454 0.0 0.0 0.0
H -0.9270 -0.9112 5.0520 0.0 0.0 0.0
H -0.8618 -1.1367 3.3126 0.0 0.0 0.0
C -5.9546 -1.7811 -2.0192 0.0 0.0 0.0
C -5.3467 -2.3879 -0.7599 0.0 0.0 0.0
S -3.5909 -2.1100 -0.4537 0.0 0.0 0.0
C -2.7786 -2.8761 -1.8760 0.0 0.0 0.0
C -2.7400 -2.1117 -3.2069 0.0 0.1 0.0
S -2.3083 -0.3626 -3.0037 0.0 -0.1 -0.1
C -3.5431 0.5183 -3.9907 0.0 0.0 0.1
C -5.0118 0.1196 -3.8758 0.0 0.0 0.0
S -5.7054 0.0115 -2.2013 0.0 0.0 0.0
H -7.0292 -1.9776 -2.0113 0.0 0.0 0.0
H -5.5486 -2.2701 -2.9022 0.0 0.0 0.0
H -5.5541 -3.4625 -0.7616 0.0 0.0 0.0
H -5.8349 -1.9702 0.1234 0.0 0.0 0.0
H -3.1999 -3.8727 -2.0370 0.0 0.0 0.0
H -1.7480 -3.0187 -1.5441 0.0 0.0 0.0
H -3.6895 -2.1778 -3.7341 0.0 0.0 0.0
H -1.9742 -2.5833 -3.8245 0.0 0.0 0.0
H -3.2705 0.4829 -5.0495 0.0 0.0 0.0
H -3.4161 1.5504 -3.6581 0.0 0.0 0.0
H -5.2050 -0.8316 -4.3721 0.0 0.0 0.0
H -5.5976 0.8686 -4.4126 0.0 0.0 0.0
C 2.2011 -3.2368 1.7069 0.0 0.0 0.0
C 0.7128 -2.9576 1.9118 0.0 0.0 0.0
O 0.3177 -1.7666 1.3304 0.0 0.0 0.0
H 2.4985 -4.1814 2.1732 0.0 0.0 0.0
H 2.8049 -2.4325 2.1369 0.0 0.0 0.0
H 2.4173 -3.2927 0.6374 0.0 0.0 0.0
H 0.5024 -2.9645 3.0005 0.0 0.0 0.0
H 0.1407 -3.8032 1.4973 0.0 0.0 0.0
H 1.0109 -0.4812 2.1067 0.0 0.0 0.0
Cl 0.7320 -2.3963 -2.3973 0.0 0.0 0.0
```
Positions in Å, forces in eV/Å.

## Properties
- energy above the lowest of the compared OMol25 structures with the same formula, charge and spin (kcal per mole) = 0.0
- gap between HOMO and LUMO (hartree) = 0.2333
- net charge = -1
- E_LUMO (eV) = 2.41

Here are the Mulliken charges for atoms 1 to 8, given in e: atom 1 (Ca): 0.870, atom 2 (C): -1.304, atom 3 (C): -0.088, atom 4 (C): -1.423, atom 5 (N): 1.040, atom 6 (C): 0.628, atom 7 (C): -0.783, atom 8 (C): -0.627


(4)
This record from the Open Molecules 2025 dataset describes C41H37CrF5P2S as an isolated structure in a non-equilibrium geometry. The level of theory is wB97M-V/def2-TZVPD.

```
87
Properties=species:S:1:pos:R:3:forces:R:3
Cr 1.3134 -0.1749 -1.3343 -3.4 3.5 2.7
C 2.2104 0.8987 -3.9006 -1.3 0.7 -0.5
C 0.8588 1.0146 -3.7282 1.2 0.7 -2.4
C -0.2192 0.1017 -4.2257 -0.6 -0.1 0.2
C 0.0729 -1.3517 -3.9544 0.5 0.0 0.4
C 0.5448 -1.5107 -2.4808 1.2 -3.2 -1.5
C 2.0127 -1.6359 -2.2019 -1.3 -0.6 1.5
C 3.0897 -1.4802 -3.1764 0.2 -0.9 -0.7
C 2.9680 -0.3656 -4.2626 0.9 0.3 -0.1
C -0.9528 -0.7099 2.2922 -0.8 0.4 0.2
H 2.7829 1.8785 -3.8358 -0.6 -1.5 0.2
H 0.4843 2.0288 -3.6174 0.2 0.0 0.3
H -0.4073 0.2706 -5.3042 0.2 0.1 0.4
H -1.1509 0.3631 -3.7017 0.2 0.0 -0.2
H -0.8103 -1.9533 -4.1531 -0.2 -0.1 0.2
H 0.8004 -1.6846 -4.6990 0.2 -0.2 0.3
H -0.1041 -2.2574 -1.9877 0.5 0.5 0.2
H 2.2980 -1.9446 -1.0902 -0.3 -0.4 -2.1
H 3.0470 -2.4567 -3.6614 1.0 0.0 -0.6
H 4.0121 -1.3846 -2.5971 0.2 0.0 -0.4
H 3.9994 -0.0511 -4.4624 -0.1 0.0 0.0
H 2.6492 -0.7908 -5.2250 -0.3 0.1 0.4
H 0.0376 -0.3108 2.1756 0.6 0.7 0.2
H -1.1523 -1.0693 3.2980 0.2 -0.1 0.1
H -1.6656 0.0970 2.0431 0.4 -0.5 0.1
P -0.5149 1.4855 -0.6358 0.4 -1.5 1.2
P -1.0674 -1.9990 1.1029 -0.7 -0.2 -0.7
C -1.5185 -0.0039 -1.0245 0.1 0.0 -0.4
C -1.6471 -1.2927 -0.4419 -0.2 0.3 0.1
C -1.6628 2.8341 -0.8845 -0.2 0.7 -0.2
C -2.5295 2.9475 -1.9876 0.1 0.3 0.9
C -3.4447 4.0036 -1.9961 0.1 0.0 0.1
C -3.4997 4.9046 -0.9192 0.4 -0.1 0.0
C -2.6335 4.7751 0.1814 -0.1 0.0 -0.4
C -1.6849 3.7602 0.1905 -0.2 -0.6 -0.7
C 1.2706 2.3443 -1.3367 0.9 -1.1 0.0
C 2.5113 1.6327 -1.2750 1.0 -0.1 -0.1
C 3.7489 2.2132 -0.9009 -1.6 -0.9 -1.0
C 3.7829 3.5943 -0.8839 -0.4 0.8 -0.1
C 2.6110 4.3309 -1.1911 0.7 -0.2 0.1
C 1.3613 3.7327 -1.3588 0.1 -0.7 0.8
C -2.3269 -3.2045 1.6408 -0.2 -0.1 -0.8
C -3.6536 -2.7325 1.6496 0.3 -0.1 0.3
C -4.7065 -3.6141 1.8960 0.5 0.1 0.2
C -4.4116 -4.9690 2.1203 -0.1 0.2 -0.2
C -3.0949 -5.4461 2.0965 -0.1 0.4 0.2
C -2.0404 -4.5609 1.8617 -0.2 0.5 0.2
C 0.5197 -2.8909 1.1166 0.6 -0.5 -0.4
C 1.5319 -2.5308 2.0245 -0.1 0.1 -0.2
C 2.8062 -3.0844 1.9529 0.2 -0.5 -0.4
C 3.1000 -4.0309 0.9631 -0.3 -0.1 -0.2
C 2.0863 -4.4671 0.0894 -0.2 -0.1 0.3
C 0.7956 -3.9200 0.1811 0.3 -0.2 0.1
H -2.2245 0.1275 -1.8622 0.3 -0.3 0.2
H -2.2729 -1.9859 -1.0292 0.3 0.2 0.5
H -2.4956 2.1846 -2.7692 -0.1 0.4 0.1
H -4.1159 4.1242 -2.8476 0.1 0.0 0.3
H -4.1859 5.7518 -0.9565 0.0 -0.3 0.0
H -2.6872 5.4610 1.0298 0.0 -0.1 -0.4
H -0.9776 3.5949 1.0114 -0.3 0.2 -0.3
H 2.7194 0.6123 -1.9020 0.5 1.8 1.3
H 4.5864 1.5119 -0.7730 -0.2 0.8 0.0
H 4.7287 4.1019 -0.7011 -0.3 0.1 0.0
H 2.6723 5.4081 -1.2878 0.1 0.0 0.1
H 0.4422 4.3000 -1.4310 0.2 0.3 -0.1
H -3.8169 -1.6565 1.5216 -0.1 -0.5 -0.1
H -5.7259 -3.2174 1.9667 0.4 -0.4 -0.1
H -5.2366 -5.6491 2.3211 0.2 0.0 0.0
H -2.8747 -6.4893 2.3185 -0.2 0.2 -0.1
H -0.9952 -4.8722 1.9207 -0.4 -0.1 -0.2
H 1.3396 -1.7984 2.7953 0.0 0.1 0.0
H 3.5845 -2.7993 2.6628 -0.3 0.0 -0.2
H 4.1090 -4.4559 0.8755 -0.5 0.2 0.1
H 2.2830 -5.2777 -0.6381 -0.1 0.7 0.5
H 0.0135 -4.3580 -0.4593 0.3 0.6 0.2
F -1.3033 2.5283 7.2954 0.2 -0.1 0.0
C -0.7150 2.3440 6.1004 -0.1 0.0 -0.1
C 0.6534 2.1168 5.9848 0.3 -0.1 -0.2
F 1.3894 2.0104 7.0969 0.0 0.1 0.2
C 1.2614 1.9791 4.7437 -0.6 0.0 -0.6
F 2.5884 1.6912 4.6752 -1.0 0.3 0.3
C 0.5117 2.0757 3.5286 -0.4 0.0 1.6
S 1.2661 1.9147 2.0220 0.6 0.1 -0.6
C -0.8882 2.2637 3.7212 0.9 -0.4 -0.5
F -1.7453 2.2252 2.6604 0.4 0.2 0.3
C -1.4839 2.3844 4.9522 0.2 0.0 0.0
F -2.8122 2.5156 5.0119 -0.2 0.1 0.3
```
Positions in Å, forces in eV/Å.

## Properties
- expectation value of S² = 6.092
- energy above the lowest of the compared OMol25 structures with the same formula, charge and spin (kcal per mole) = 21.5
- 2S+1 = 5
- gap between HOMO and LUMO (alpha / beta) (hartree) = 0.2117 / 0.1967
- E_LUMO (alpha / beta) (eV) = -0.36 / -0.77

Here are the Mulliken charges for atoms 1 to 8, given in e: atom 1 (Cr): -0.220, atom 2 (C): -0.097, atom 3 (C): -0.470, atom 4 (C): -0.207, atom 5 (C): -1.740, atom 6 (C): 0.083, atom 7 (C): 0.010, atom 8 (C): -1.045